CHDyF3MgNO3S2 as an isolated structure. Source: OMol25; level of theory: wB97M-V/def2-TZVPD.

The geometry in XYZ format:
```
13
Properties=species:S:1:pos:R:3:forces:R:3
Mg -1.161839 1.976591 1.772655 -0.1 -0.1 -0.5
N 0.215413 1.185158 -0.866491 1.4 -1.9 0.3
S -1.229121 1.814284 -1.200313 -1.4 0.8 -0.6
O -1.978496 2.337650 0.052434 1.1 -0.6 0.2
S 0.662160 0.733261 0.773643 0.2 -0.1 -0.1
O 1.404944 -1.413080 0.264468 -0.1 1.5 -2.7
C -0.608347 3.454735 -1.873698 -0.4 0.7 -0.1
F 0.072655 3.228953 -2.985704 0.1 -0.3 0.0
F 0.177275 4.035036 -0.981728 0.0 -0.1 0.2
F -1.642792 4.233903 -2.137833 0.1 -0.3 0.1
Dy 1.566299 -0.731941 -1.819378 0.0 -1.5 3.7
O 2.327124 -2.670901 -0.931757 -1.0 2.3 -0.7
H 1.797221 -3.459724 -0.784344 -0.1 -0.4 0.2
```
Forces are in eV/Å.

Values from the calculation:
- Gap between HOMO and LUMO (spin up / spin down): 6.457 / 5.708 eV
- HOMO level (spin up / spin down): -15.768 / -15.656 eV
- <S²>: 9.42
- Net charge: +2
- Multiplicity: 6

---

A 2-piece molecular cluster, CHF2IO overall. Source: OMol25; level of theory: wB97M-V/def2-TZVPD.

The geometry in XYZ format:
```
6
Properties=species:S:1:pos:R:3:forces:R:3
C -0.813294 -0.079422 0.295308 -1.0 0.4 0.3
O -0.561874 -0.910496 1.081737 -0.1 -0.4 0.1
F -0.700334 1.230891 0.570322 -0.2 0.1 0.0
F 1.590695 0.293752 0.299022 0.8 -0.4 -1.4
I 1.750932 -0.347667 -1.550758 0.2 0.4 1.0
H -1.266125 -0.187058 -0.695632 0.2 -0.1 -0.1
```
Forces are in eV/Å.

Values from the calculation:
- SMILES string: O=CF.FI
- Gap between HOMO and LUMO: 8.722 eV
- HOMO level: -10.681 eV

---

A 2-piece molecular cluster, CHF2IS overall. Source: OMol25; level of theory: wB97M-V/def2-TZVPD.

The geometry in XYZ format:
```
6
Properties=species:S:1:pos:R:3:forces:R:3
C 0.776167 1.379275 -2.457842 -0.9 -0.7 2.1
F 1.831501 1.982357 -1.929877 -0.5 -0.2 -1.1
F -0.167774 2.198552 -2.856786 0.8 0.1 -0.4
S -0.506702 0.952716 0.255947 0.3 0.0 -0.8
I 0.945269 -0.478627 -3.427509 0.2 0.8 0.1
H 0.779668 0.950199 0.630551 0.0 0.0 0.1
```
Forces are in eV/Å.

Values from the calculation:
- Gap between HOMO and LUMO (spin up / spin down): 8.749 / 6.602 eV
- HOMO level (spin up / spin down): -9.484 / -8.636 eV

---

Copy entry 1 word for word.
CHDyF3MgNO3S2 as an isolated structure. Source: OMol25; level of theory: wB97M-V/def2-TZVPD.

The geometry in XYZ format:
```
13
Properties=species:S:1:pos:R:3:forces:R:3
Mg -1.161839 1.976591 1.772655 -0.1 -0.1 -0.5
N 0.215413 1.185158 -0.866491 1.4 -1.9 0.3
S -1.229121 1.814284 -1.200313 -1.4 0.8 -0.6
O -1.978496 2.337650 0.052434 1.1 -0.6 0.2
S 0.662160 0.733261 0.773643 0.2 -0.1 -0.1
O 1.404944 -1.413080 0.264468 -0.1 1.5 -2.7
C -0.608347 3.454735 -1.873698 -0.4 0.7 -0.1
F 0.072655 3.228953 -2.985704 0.1 -0.3 0.0
F 0.177275 4.035036 -0.981728 0.0 -0.1 0.2
F -1.642792 4.233903 -2.137833 0.1 -0.3 0.1
Dy 1.566299 -0.731941 -1.819378 0.0 -1.5 3.7
O 2.327124 -2.670901 -0.931757 -1.0 2.3 -0.7
H 1.797221 -3.459724 -0.784344 -0.1 -0.4 0.2
```
Forces are in eV/Å.

Values from the calculation:
- Gap between HOMO and LUMO (spin up / spin down): 6.457 / 5.708 eV
- HOMO level (spin up / spin down): -15.768 / -15.656 eV
- <S²>: 9.42
- Net charge: +2
- Multiplicity: 6